Entry from the Open Molecules 2025 dataset: a cluster of 12 separate species, C32H86N2O34S10 in total (ωB97M-V/def2-TZVPD).

Each line ends with the Mulliken charge.
Atoms and positions in Å:
C -3.81168 -1.19237 0.98196  -1.1902
C -3.02368 -2.26588 0.17930  0.8852
O -2.84128 -3.42700 1.00149  -0.5362
S -1.47787 -3.56827 1.82198  1.0459
C -0.35349 -4.15364 0.50709  0.1011
O -1.02656 -2.26672 2.26175  -0.4340
O -1.64778 -4.61878 2.77830  -0.7025
H -3.24723 -0.86874 1.84936  0.1059
H -4.81631 -1.61814 1.01034  0.6628
H -3.97925 -0.28306 0.40247  0.0975
H -3.63730 -2.61592 -0.64671  0.4364
H -2.09178 -1.78289 -0.11547  -0.5632
H 0.56780 -4.48180 0.97736  0.3458
H -0.32386 -3.28994 -0.14968  -0.5073
H -0.79040 -5.01644 0.00834  0.0167
C -4.54942 -0.38700 4.86904  -1.1568
C -5.25818 0.89539 4.47887  -0.2094
O -4.67472 1.27059 3.17002  -0.1406
S -5.12914 2.68742 2.55044  1.0936
C -3.72259 3.68820 3.12778  0.1631
O -5.07422 2.59425 1.10895  -0.5069
O -6.37462 3.12878 3.14053  -0.6799
H -5.01513 -0.69042 5.81029  0.4351
H -3.50549 -0.26810 5.16892  0.2225
H -4.59140 -1.09438 4.04577  0.2870
H -6.27738 0.63584 4.20485  0.2910
H -5.15118 1.71494 5.18433  0.3609
H -4.05104 4.71098 2.93564  0.4387
H -2.84604 3.48459 2.51960  -0.3062
H -3.66061 3.52847 4.20042  -0.2320
C 2.20147 -2.91159 3.98620  -0.9518
C 2.99412 -1.85902 3.25802  0.2649
O 4.20632 -2.44772 2.74008  -0.3366
S 4.10598 -3.12396 1.23385  0.6986
C 4.62004 -4.79555 1.74361  -1.2594
O 2.72770 -3.09560 0.84577  -0.1718
O 5.14304 -2.60982 0.39808  -0.4446
H 1.76634 -3.57349 3.23632  0.0137
H 1.47032 -2.51289 4.68413  0.4265
H 2.94009 -3.49819 4.53549  0.3401
H 2.46740 -1.21293 2.55042  -0.2054
H 3.32363 -1.06085 3.93303  0.4442
H 4.76044 -5.52033 0.94936  0.3951
H 3.85757 -5.14370 2.44110  0.3401
H 5.50158 -4.59737 2.35021  0.4298
C 1.49752 -1.49032 -1.87860  -1.0993
C 1.37162 -0.51167 -0.70495  1.0522
O -0.03275 -0.33448 -0.50707  0.8876
S -0.57606 1.10834 -0.05399  -0.3525
C 0.12387 1.27062 1.59915  -0.4155
O -0.08557 2.18326 -0.87534  -0.5037
O -2.01247 0.98213 0.11571  -0.0369
H 1.20270 -1.07857 -2.84498  0.3954
H 0.97959 -2.43380 -1.72015  0.0275
H 2.53599 -1.77457 -2.07070  -0.0013
H 1.81057 -0.90136 0.21644  -0.7479
H 1.87385 0.44212 -0.88663  0.3456
H -0.52434 1.96522 2.12934  -0.2608
H 1.06314 1.80929 1.49871  0.4900
H 0.08242 0.28505 2.05719  0.3017
C -2.25629 -1.05644 -3.04680  -0.3030
C -3.76419 -0.98699 -3.36953  -0.5349
O -3.98159 0.21893 -4.05911  -0.1045
S -4.82646 0.12554 -5.44750  1.1706
C -6.36303 -0.65200 -4.98739  -0.9366
O -5.16681 1.46581 -5.85667  -0.6147
O -4.03329 -0.68146 -6.35253  -0.6653
H -1.87774 -0.21640 -2.46526  -0.0210
H -1.77993 -0.94668 -4.02641  0.5805
H -1.77354 -1.90279 -2.55787  -0.2357
H -4.10707 -1.91434 -3.83106  0.3730
H -4.27492 -0.95026 -2.40016  0.2670
H -7.06566 -0.37845 -5.76976  0.4053
H -6.69546 -0.14728 -4.07990  0.3188
H -6.24663 -1.71695 -4.81322  0.3159
C -1.88728 -4.82654 -2.88154  -0.6163
C -1.28375 -6.17351 -3.20115  -0.7168
O -2.34114 -7.05902 -3.57189  -0.3359
S -2.11294 -8.65402 -3.35868  1.2391
C -2.02947 -8.66781 -1.54995  -0.8046
O -3.33302 -9.30891 -3.72850  -0.6035
O -0.84525 -8.97789 -3.96410  -0.6354
H -2.41607 -4.19931 -3.59852  0.4505
H -1.00889 -4.16998 -2.77747  0.0369
H -2.40737 -4.79413 -1.92173  0.2099
H -0.69817 -6.01399 -4.11341  0.3526
H -0.56983 -6.54250 -2.46432  0.5080
H -1.08782 -9.15223 -1.28120  0.3220
H -2.73686 -9.44255 -1.26125  0.3853
H -2.11375 -7.66461 -1.16056  0.1839
C 5.33836 -3.08219 -2.38515  -0.5150
C 5.64412 -3.56201 -3.79352  -0.5478
O 7.04942 -3.38234 -4.03439  -0.3255
S 8.10015 -4.60343 -3.89370  1.2005
C 7.60795 -5.65328 -5.29409  -0.9419
O 9.39897 -4.12605 -4.23226  -0.5990
O 7.80546 -5.23626 -2.63650  -0.6056
H 4.30125 -3.04319 -2.06116  -0.0050
H 5.76500 -2.08729 -2.25410  0.3509
H 5.88562 -3.72317 -1.69623  0.3069
H 5.35981 -4.60166 -3.97964  0.3035
H 5.20191 -3.00858 -4.62342  0.3261
H 7.83642 -5.04124 -6.16115  0.3214
H 6.62568 -6.07595 -5.10392  0.3309
H 8.28106 -6.51082 -5.33515  0.3856
C 1.83990 7.57785 -0.61203  -1.1076
C 0.52732 7.46873 0.12743  -0.3580
O 0.14038 6.12605 0.50659  -0.1001
S 0.59731 5.57974 1.97388  0.9544
C -0.61187 6.49747 2.92689  -0.9729
O 0.29495 4.18267 1.97086  -0.2403
O 1.87070 6.09964 2.41006  -0.6791
H 2.06597 8.63174 -0.80167  0.4114
H 1.85036 7.18063 -1.62542  0.2313
H 2.68195 7.20915 -0.02785  0.2789
H 0.47845 8.15710 0.97250  0.3193
H -0.31427 7.75485 -0.50605  0.3692
H -1.58266 6.44678 2.43654  0.2680
H -0.27613 7.53103 2.94121  0.4547
H -0.71411 6.11125 3.93921  0.2497
C -0.54205 2.65019 4.98147  0.0018
C -0.79874 2.70017 6.48533  -0.6557
O -2.12870 3.11157 6.82111  -0.2604
S -2.59789 4.62629 6.87923  1.0656
C -2.26958 4.83015 8.68598  -1.0159
O -1.66685 5.39821 6.09881  -0.5619
O -4.01171 4.61280 6.61547  -0.5909
H -1.15059 1.86708 4.52347  -0.0336
H 0.49461 2.34241 4.83007  0.4332
H -0.72062 3.57744 4.44320  -0.2494
H -0.57158 1.70856 6.87178  0.3993
H -0.13026 3.39403 7.00090  0.3673
H -2.45647 5.87812 8.90977  0.3740
H -1.34670 4.43048 9.09141  0.3369
H -3.09327 4.24132 9.09172  0.3567
C 1.10204 2.98390 -5.94120  -1.4284
C 1.65996 2.67852 -4.55223  0.2817
O 2.45353 3.83328 -4.24580  -0.3766
S 3.40964 3.78236 -2.90190  1.1470
C 2.11666 4.30284 -1.71192  -0.0217
O 3.86420 2.44430 -2.62116  -0.5023
O 4.43446 4.77907 -3.13137  -0.7034
H 0.50784 2.17425 -6.36611  0.3972
H 1.94245 3.07729 -6.62512  0.3375
H 0.49528 3.87750 -5.80503  0.3417
H 0.95910 2.39209 -3.76519  0.1120
H 2.35729 1.83806 -4.64105  0.2609
H 1.50691 3.42060 -1.52401  -0.5438
H 1.45016 4.96601 -2.25927  0.3597
H 2.58394 4.80873 -0.87521  0.4561
C -2.93124 4.08864 -0.45519  0.2952
N -3.61281 4.89705 -1.51252  0.9858
O -2.99006 5.25158 -2.49418  -0.6075
O -4.81819 5.01034 -1.36802  -0.5942
H -3.29976 3.07061 -0.49699  0.0616
H -3.11608 4.59666 0.48564  -0.0204
H -1.86363 4.07526 -0.66520  -0.1246
C 5.71086 -0.34551 0.70565  -0.6125
N 5.02030 0.72661 -0.09969  0.8180
O 3.81853 0.79949 -0.06060  -0.3162
O 5.80826 1.46108 -0.67474  -0.5415
H 5.73012 0.02856 1.72570  0.3746
H 6.68416 -0.63476 0.33311  0.2879
H 5.02702 -1.19183 0.62040  -0.0364

Output
Charge: 0
E: -215512.323 eV
Kohn-Sham gap: 10.0 eV